ORCA calculation (ωB97M-V with the def2-TZVPD basis set) on C31H69F7FeINO2P3Si2Te as an isolated structure.

Each line ends with the Löwdin charge.
Geometry (Å):
I (-0.788, -1.826, 1.573)  0.58
Te (-2.354, -0.723, -2.043)  1.58
Fe (-0.196, 0.594, 0.825)  0.38
P (-3.035, 2.233, 1.118)  0.60
P (1.976, 0.336, 1.931)  1.12
P (-0.005, 3.197, -2.341)  0.19
Si (-3.960, -3.711, -1.602)  0.41
Si (-3.387, 0.737, -4.931)  0.43
F (0.274, 2.295, 1.297)  -0.42
F (1.306, 2.474, -3.011)  -0.17
F (0.888, 3.680, -1.111)  -0.12
F (-1.341, 3.793, -1.663)  -0.15
F (-0.298, 1.761, -1.531)  -0.24
F (0.268, 4.533, -3.148)  -0.10
F (-0.897, 2.605, -3.562)  -0.17
O (-2.150, 1.059, 0.727)  -0.56
O (0.347, -0.997, -1.455)  -0.22
N (1.747, -0.361, -3.104)  0.22
C (4.545, 1.503, 1.511)  -0.17
C (-2.224, 3.809, 1.301)  -0.16
C (5.521, 0.870, 0.524)  -0.19
C (-3.822, 1.868, 2.690)  -0.15
C (3.086, 1.444, 0.976)  -0.38
C (-4.332, 2.443, -0.102)  -0.15
C (2.390, 1.473, 5.928)  -0.18
C (1.474, -2.727, -2.657)  0.02
C (2.959, -2.178, 1.020)  -0.22
C (3.039, 1.157, -0.529)  -0.23
C (-3.830, 2.290, -3.986)  -0.17
C (2.860, -1.246, 2.236)  -0.41
C (-2.444, -2.810, -2.334)  -0.52
C (2.861, 1.265, 4.481)  -0.18
C (4.097, -3.185, 1.244)  -0.18
C (-3.889, -5.442, -2.297)  -0.17
C (4.200, -3.609, 2.718)  -0.19
C (2.381, -2.036, 3.473)  -0.22
C (1.178, 2.399, 5.961)  -0.19
C (4.081, 2.012, -1.240)  -0.17
C (1.650, 1.190, 3.521)  -0.40
C (2.841, -3.500, 3.400)  -0.18
C (0.392, 0.692, 4.245)  -0.22
C (-4.847, -0.429, -5.008)  -0.18
C (-3.821, -3.705, 0.257)  -0.21
C (-1.964, -0.177, -4.028)  -0.53
C (1.151, -1.287, -2.354)  -0.58
C (-2.715, 1.109, -6.630)  -0.17
C (5.509, 1.615, -0.814)  -0.18
C (-5.525, -2.835, -2.132)  -0.19
C (-0.035, 1.713, 5.308)  -0.18
H (-4.714, -6.045, -1.914)  0.04
H (2.775, -1.571, 4.378)  0.10
H (1.297, -3.328, -1.769)  0.08
H (-3.872, 2.643, -1.071)  0.03
H (-5.719, -2.935, -3.201)  0.03
H (2.501, -2.859, -2.995)  0.09
H (-5.240, -0.644, -4.011)  0.01
H (4.812, 2.551, 1.665)  0.13
H (-4.464, 2.695, 2.995)  0.06
H (-3.934, -2.703, 0.676)  0.01
H (6.527, 0.867, 0.946)  0.12
H (4.913, -2.968, 3.247)  0.12
H (-2.981, 4.559, 1.535)  0.07
H (-1.485, 3.755, 2.099)  0.05
H (1.296, -2.008, 3.549)  0.02
H (3.487, 0.373, 4.425)  0.09
H (3.226, 0.106, -0.750)  0.09
H (5.982, 0.996, -1.578)  0.11
H (-1.834, 1.749, -6.559)  0.04
H (-4.935, 1.537, -0.163)  0.06
H (-3.761, 3.159, -4.643)  0.05
H (3.962, 1.920, -2.320)  0.11
H (0.938, 2.699, 6.980)  0.11
H (0.812, -3.075, -3.453)  0.09
H (-2.440, 0.200, -7.167)  0.04
H (-2.857, -4.092, 0.591)  0.00
H (-1.670, -1.080, -4.565)  0.02
H (6.125, 2.512, -0.726)  0.11
H (0.586, -0.279, 4.704)  0.10
H (-4.592, -1.379, -5.483)  0.04
H (-3.053, 1.715, 3.451)  0.05
H (-3.149, 2.488, -3.161)  -0.01
H (-2.365, -2.980, -3.409)  0.02
H (-0.630, 1.203, 6.068)  0.11
H (2.007, -2.694, 0.902)  0.05
H (5.045, -2.752, 0.915)  0.11
H (-0.685, 2.467, 4.854)  0.10
H (-3.962, -5.435, -3.386)  0.04
H (2.040, 1.389, -0.896)  0.06
H (3.876, -0.887, 2.441)  0.11
H (-1.706, 4.066, 0.379)  0.04
H (4.646, 1.028, 2.487)  0.08
H (3.919, -4.059, 0.614)  0.11
H (-1.118, 0.510, -3.973)  0.00
H (5.251, -0.182, 0.378)  0.10
H (3.488, 2.106, 4.181)  0.11
H (2.107, -4.093, 2.847)  0.11
H (-3.461, 1.636, -7.227)  0.04
H (-0.426, 0.532, 3.540)  0.04
H (-6.376, -3.266, -1.601)  0.04
H (1.430, 2.198, 3.164)  0.10
H (2.129, 0.513, 6.381)  0.12
H (2.366, -0.631, -3.849)  0.13
H (2.609, 2.417, 1.115)  0.11
H (2.876, -3.916, 4.407)  0.12
H (3.881, 3.060, -1.008)  0.12
H (-4.854, 2.248, -3.607)  0.04
H (-5.505, -1.769, -1.891)  0.01
H (4.595, -4.622, 2.791)  0.11
H (1.427, 3.317, 5.421)  0.12
H (3.212, 1.880, 6.518)  0.12
H (-2.959, -5.944, -2.025)  0.04
H (-1.535, -3.189, -1.857)  0.01
H (-4.602, -4.334, 0.689)  0.04
H (3.125, -1.628, 0.095)  0.08
H (-4.971, 3.286, 0.161)  0.07
H (-4.415, 0.958, 2.605)  0.06
H (-5.659, 0.018, -5.584)  0.04
H (1.505, 0.622, -3.007)  0.08

Results
Net charge: +1
HOMO (alpha / beta), eV: -11.164 / -11.253
E_LUMO (alpha / beta), eV: -4.7 / -4.5
ΔE to the lowest compared entry with this formula, charge and spin, kJ/mol: 167.4
Max |F|, Eh/bohr: 0.0087
Multiplicity: 5